The following is a quantum chemistry calculation of C9H18Cl2OPm as an isolated structure, from the Open Molecules 2025 dataset.

The geometry in XYZ format:
```
31
Properties=species:S:1:pos:R:3
Pm -0.4019 -0.4708 1.7281
Cl -2.3860 -2.0150 1.6624
Cl 0.1456 0.8040 3.8058
C -0.4218 0.9147 -0.4049
H -0.7382 0.9239 -1.4317
H -0.0834 1.9294 -0.0844
C 0.3919 -1.1040 -2.5547
C 0.2912 0.0979 -3.1991
H 1.3566 -1.4632 -2.1890
C -0.9975 0.6521 -3.7251
H 1.1686 0.7383 -3.3227
C -2.2319 -0.0124 -3.0683
H -1.0233 1.7448 -3.6048
H -1.0724 0.4623 -4.8087
C -2.0805 -1.5217 -2.9176
H -2.4184 0.4309 -2.0896
H -3.1086 0.1997 -3.6879
C -0.7830 -1.9525 -2.2026
H -2.9498 -1.9241 -2.3885
H -2.0722 -1.9701 -3.9156
H -0.9655 -1.9865 -1.1130
H -0.5687 -2.9970 -2.4931
C 2.5748 0.1561 0.6518
C 2.6292 -1.3490 0.5800
O 1.3950 -1.8695 1.1744
H 1.7270 0.5751 0.0682
H 3.4876 0.5671 0.2158
H 2.5128 0.5377 1.6830
H 2.6792 -1.6934 -0.4557
H 3.4736 -1.7368 1.1527
H 1.3851 -2.8412 1.2289
```

Output
Net charge ... -1
ΔE to the lowest compared entry with this formula, charge and spin ... 1.3517 eV
Spin multiplicity ... 5
Expectation value of S² ... 6.150
HOMO energy (spin up / spin down) ... -0.98 / -1.51 eV
F_max ... 4.21 eV/Å
Orbital gap (spin up / spin down) ... 3.455 / 3.915 eV
Total energy ... -53271.98621 eV


The following is a quantum chemistry calculation of C9H18LiNO3 as an isolated structure, from the Open Molecules 2025 dataset.

The geometry in XYZ format:
```
32
Properties=species:S:1:pos:R:3
Li -0.4878 -1.0239 2.0613
C 1.2063 2.3502 1.5412
C -0.2324 1.9386 1.8741
C -1.1801 2.5120 0.8135
C -0.6139 2.5157 3.2413
O -0.3326 0.5629 1.8966
H 1.3396 3.4363 1.5256
H 1.4853 1.9556 0.5592
H 1.8891 1.9287 2.2833
H -1.1222 3.6028 0.7462
H -2.2105 2.2351 1.0506
H -0.9318 2.0927 -0.1663
H -0.5508 3.6084 3.2611
H 0.0542 2.1166 4.0084
H -1.6368 2.2221 3.4906
O 0.5470 -3.9905 -0.3159
C -0.1259 -2.9163 0.0258
O -0.3483 -2.6338 1.1908
C -0.6179 -2.0767 -1.1371
N -0.2320 -2.7461 -2.3838
C 0.5404 -1.8033 -3.2212
C 1.1925 -0.8968 -2.1899
C 0.0721 -0.6933 -1.1723
H -1.6972 -1.9734 -1.0167
H -1.0197 -3.1541 -2.8657
H 0.5485 -3.9530 -1.3109
H -0.1186 -1.2167 -3.8686
H 1.2484 -2.3394 -3.8501
H 1.5457 0.0408 -2.6151
H 2.0461 -1.4024 -1.7308
H -0.6445 0.0444 -1.5344
H 0.3880 -0.3432 -0.1908
```

Output
HOMO energy ... -7.87 eV
F_max ... 0.56 eV/Å
Orbital gap ... 8.151 eV
Total energy ... -17464.57323 eV


The following is a quantum chemistry calculation of C9H18LuNOS3 as an isolated structure, from the Open Molecules 2025 dataset.

The geometry in XYZ format:
```
33
Properties=species:S:1:pos:R:3
Lu -0.5315 -0.9406 -0.8251
C -0.3554 2.4032 0.2064
C 0.7065 2.5893 -0.9353
S 1.0390 1.1014 -1.9504
C 2.8127 0.8932 -1.4577
C 3.0525 -0.6370 -1.2927
S 2.1114 -1.6562 -0.0097
C 2.2237 -0.6176 1.4365
C 1.5633 0.7504 1.5137
S -0.1880 0.8109 1.0651
H -1.3643 2.5077 -0.2237
H -0.2686 3.1579 0.9726
H 1.6304 3.1333 -0.5934
H 0.0688 3.2744 -1.5969
H 3.1821 1.4244 -0.5688
H 3.5006 1.3015 -2.1927
H 4.0968 -0.8472 -0.9979
H 2.7926 -1.0920 -2.2297
H 3.2878 -0.6273 1.7903
H 1.6997 -1.2699 2.1939
H 2.1389 1.4576 0.8305
H 1.6398 1.2860 2.4833
N -4.5941 -0.5395 -0.0427
C -3.4136 -1.0648 -0.2724
O -2.5949 -0.6985 -1.2455
C -2.9295 -2.0829 0.7263
C -1.5746 -2.5850 0.4098
H -4.9843 0.2445 -0.5921
H -5.2935 -1.1414 0.3491
H -3.7964 -2.7816 0.7383
H -3.0133 -1.5429 1.6791
H -1.4456 -3.0131 -0.5728
H -1.1993 -3.1982 1.2043
```

Output
Net charge ... +2
HOMO energy ... -14.70 eV
F_max ... 2.94 eV/Å
Orbital gap ... 7.675 eV
Total energy ... -79274.21630 eV


The following is a quantum chemistry calculation of an isolated ion of composition C9H18N and charge +1, from the Open Molecules 2025 dataset.

The geometry in XYZ format:
```
28
Properties=species:S:1:pos:R:3
C 0.9793 -2.3750 -0.2566
C 1.8219 -1.3256 0.4416
C -0.5139 0.5497 0.3036
C 1.7057 -0.0205 0.2908
C 2.5289 1.0340 1.0508
C -2.6932 0.2143 1.4409
C -2.2860 -0.4188 -1.0538
C 0.8530 1.7593 -1.1356
C -1.7767 0.1839 0.2125
N 0.6543 0.4209 -0.5996
H 1.4961 -3.1701 -0.7591
H 0.4193 -2.0052 -1.1951
H 2.6205 -1.5458 1.2159
H -0.3196 1.1087 1.2603
H 3.1159 1.5906 0.2262
H 3.3274 0.4992 1.4998
H 1.8165 1.7348 1.5919
H -3.6077 0.7149 1.1251
H -2.3473 0.8032 2.1993
H -2.9132 -0.9193 1.6159
H -3.2453 -0.0199 -1.3522
H -2.2005 -1.5473 -0.8911
H -1.7666 -0.2753 -1.9848
H 0.0822 2.2188 -1.7439
H 0.9172 2.5229 -0.3755
H 1.6155 1.7367 -1.8693
H 0.3194 -2.7120 0.4128
H 0.3041 -0.2410 -1.2444
```

Output
Net charge ... +1
ΔE to the lowest compared entry with this formula, charge and spin ... 2.1979 eV
SMILES string ... C/C=C(/C)[N@H+](C)C=C(C)C
HOMO energy ... -13.36 eV
F_max ... 4.75 eV/Å
Orbital gap ... 10.800 eV
Total energy ... -11105.52600 eV


The following is a quantum chemistry calculation of a single C9H18N2O3 molecule, from the Open Molecules 2025 dataset.

The geometry in XYZ format:
```
32
Properties=species:S:1:pos:R:3
O -0.0440 -0.5181 2.5437
O 0.0729 -4.2926 1.9460
O -1.2478 -0.6895 0.6429
C -0.6951 -1.1400 1.7411
C -0.2509 -3.2587 2.5924
N 0.3435 -3.0816 3.8494
N -0.9629 -2.3771 1.8931
C -2.9163 1.4753 -0.2878
C 2.4581 0.4767 -2.3725
C 1.4402 2.4527 -1.1077
C -1.7288 0.8614 -1.0315
C 0.7056 -0.0309 -0.6469
C -0.6677 0.4528 -0.0561
C 1.2366 0.9651 -1.6156
H 0.2663 -2.0778 4.1470
H 1.3074 -3.3862 3.7102
H -1.2274 -2.7948 1.0078
H -3.1570 0.8696 0.5673
H -2.6082 2.4330 0.0924
H -3.7815 1.6113 -0.8907
H 2.3689 0.7850 -3.4694
H 3.3207 0.9651 -2.0742
H 2.6787 -0.6175 -2.2113
H 2.2191 2.3651 -0.3034
H 1.7412 3.1861 -1.8601
H 0.6017 2.6882 -0.5132
H -2.0749 0.0521 -1.6268
H -1.3680 1.6619 -1.7702
H 1.3381 -0.4351 0.1209
H 0.5882 -0.8841 -1.2410
H -0.4947 1.2075 0.6476
H 0.5384 1.0750 -2.4235
```

Output
ΔE to the lowest compared entry with this formula, charge and spin ... 1.4670 eV
SMILES string ... CC[C@H](CC(C)C)OC(=O)NC(N)=O
HOMO energy ... -10.15 eV
F_max ... 6.57 eV/Å
Orbital gap ... 10.868 eV
Total energy ... -18747.54917 eV


The following is a quantum chemistry calculation of a single C9H18N2O3 molecule, from the Open Molecules 2025 dataset.

The geometry in XYZ format:
```
32
Properties=species:S:1:pos:R:3
C -0.8638 0.8521 0.4631
C 0.0243 1.5799 -0.5813
C -0.9420 -0.8132 0.5046
C -2.1079 -1.2141 1.3484
C -0.9893 -1.3093 -0.9708
C -2.2137 -0.9396 -1.7848
C 2.5003 0.8060 0.2728
C 2.9101 -0.2902 -0.6626
C 2.1056 0.5680 1.7403
H -2.1181 2.3792 0.3157
H -2.4013 1.2778 -0.6288
H -0.5696 1.0871 1.4861
H -0.2388 -1.3221 1.1773
H -2.1438 -2.2576 1.6928
H -2.9954 -1.2791 0.7372
H -2.3188 -0.3518 1.9733
H -0.8613 -2.4247 -1.0016
H -0.0232 -1.2265 -1.5492
H -3.0513 -1.0536 -1.1286
H -2.1696 -1.5419 -2.6303
H -2.1297 0.1328 -2.1803
H 1.9169 2.4205 -1.0287
H 3.3320 1.4285 0.3804
H 3.1196 0.2786 2.2160
H 1.9334 1.4367 2.2811
H 1.1258 -0.1381 1.8172
H 4.0867 -1.9081 -0.6839
N -2.1432 1.4250 0.2581
N 1.4360 1.5842 -0.5144
O -0.5459 2.3086 -1.3693
O 2.4626 -0.3590 -1.7681
O 3.8734 -1.1362 -0.1816
```

Output
ΔE to the lowest compared entry with this formula, charge and spin ... 3.7074 eV
SMILES string ... CC[C@H](C)[C@H](N)C(=O)N[C@@H](C)C(=O)O
HOMO energy ... -9.21 eV
F_max ... 4.70 eV/Å
Orbital gap ... 9.675 eV
Total energy ... -18745.30879 eV


The following is a quantum chemistry calculation of a single C9H18N2O3 molecule, from the Open Molecules 2025 dataset.

The geometry in XYZ format:
```
32
Properties=species:S:1:pos:R:3
C -1.4377 -0.4499 -0.4270
C 0.8261 -0.9467 0.0260
C -3.1870 1.0809 0.9223
C -3.9401 -1.4026 0.7489
C 3.0232 -0.0315 -1.5562
C 3.5700 1.3978 0.4572
C 3.6902 -1.2143 0.6307
C -3.2011 -0.1838 0.0882
C 3.0241 -0.0037 -0.0202
N -0.5430 -0.7499 0.4172
N -3.7621 -0.0264 -1.2546
O -1.2307 -0.2390 -1.7001
O 1.1508 -1.9385 -0.5460
O 1.6148 0.0842 0.4375
H -2.8442 1.9822 0.2957
H -2.4921 0.9849 1.6939
H -4.2958 1.1537 1.1642
H -4.9722 -0.9970 0.9431
H -3.9393 -2.2209 -0.0220
H -3.5402 -1.6817 1.6819
H 2.7964 -0.9686 -2.0355
H 2.0487 0.6941 -1.7377
H 3.8627 0.4124 -1.9721
H 4.5502 1.7916 -0.0263
H 3.8212 1.2812 1.6008
H 2.8224 2.1291 0.3648
H 3.1218 -2.1558 0.3829
H 4.6719 -1.4629 0.2798
H 3.6100 -1.0622 1.7675
H -4.3071 0.8456 -1.1793
H -4.1053 -0.8909 -1.5982
H -2.1416 -0.0635 -2.0919
```

Output
ΔE to the lowest compared entry with this formula, charge and spin ... 2.9270 eV
SMILES string ... CC(C)(C)OC(=O)/N=C(\O)C(C)(C)N
HOMO energy ... -8.96 eV
F_max ... 4.79 eV/Å
Orbital gap ... 9.647 eV
Total energy ... -18746.08919 eV


The following is a quantum chemistry calculation of a single C9H18N2O4 molecule, from the Open Molecules 2025 dataset.

The geometry in XYZ format:
```
33
Properties=species:S:1:pos:R:3
C 1.3814 0.3730 -0.8404
C 0.2159 -0.3026 -0.0378
C 2.6648 0.4866 0.0055
C 2.7192 1.1846 1.3711
C 3.3882 -0.9038 0.2050
C 4.7840 -0.9033 -0.3517
C -2.1611 -0.0973 0.6393
C -2.8553 -1.1949 -0.1745
C -2.9494 1.2913 0.7893
H 1.2714 2.3514 -0.9549
H 1.0649 1.5297 -2.2757
H 1.7820 -0.1717 -1.7572
H 3.3864 1.0199 -0.6623
H 3.4888 0.5289 1.8874
H 2.9741 2.2677 1.4050
H 1.8635 1.1025 1.9797
H 3.0343 -1.2123 1.1588
H 2.7861 -1.4837 -0.4803
H 5.1830 -1.8509 -0.2409
H 5.5514 -0.2005 -0.1305
H 4.5974 -0.7359 -1.4285
H -0.9195 0.9515 -0.6187
H -1.9466 -0.5301 1.6339
H -4.0264 1.1308 0.6507
H -2.6677 1.8372 1.7209
H -3.0720 2.4436 -0.9902
H -1.2156 -1.9987 0.1986
N 0.7539 1.5728 -1.3000
N -0.8835 0.3800 0.1200
O 0.3724 -1.3172 0.6918
O -4.0291 -1.1327 -0.3728
O -2.4439 2.1340 -0.2783
O -2.0688 -2.2154 -0.3495
```

Output
ΔE to the lowest compared entry with this formula, charge and spin ... 3.7762 eV
SMILES string ... CC[C@H](C)[C@H](N)C(=O)N[C@@H](CO)C(=O)O
HOMO energy ... -9.63 eV
F_max ... 4.87 eV/Å
Orbital gap ... 10.148 eV
Total energy ... -20793.38404 eV


- Among the records above, which one has the lowest F_max?
  C9H18LiNO3


- The highest total energy belongs to which entry?
  C9H18N


- The highest total energy belongs to which entry?
  C9H18N